Model 1:
C5H14 | wB97M-V/def2-TZVPD

Calculated values
<S²>: 0.75
Total charge: -1
E_HOMO (spin up / spin down): 1.591 / -7.783 eV
2S+1: 2

Each line ends with the Mulliken spin population.
Element x y z (Å)
C: -0.4946 -1.4838 -2.3685  1.035
C: -0.5884 0.0570 -2.2318  -0.745
H: -1.2690 -1.9699 -1.7764  -0.225
H: -0.6251 -1.7724 -3.4181  -0.146
H: 0.5022 -1.7411 -2.0553  -0.429
H: -0.1271 0.3475 -1.2956  0.967
H: -1.5638 0.5209 -2.3879  -0.390
H: -0.0751 0.5396 -3.0769  -0.175
C: 0.6254 0.6377 2.2471  0.571
C: -0.6410 -0.1862 1.9972  1.180
C: 1.2566 1.0550 0.9386  1.569
H: 1.3248 0.0457 2.8529  -0.408
H: 0.3896 1.4862 2.8987  -0.328
H: -1.3338 0.2917 1.2920  -0.116
H: -0.4848 -1.2127 1.6874  -0.110
H: 0.5935 1.6409 0.3056  0.023
H: 1.6273 0.1883 0.3816  0.034
H: -1.2306 -0.1810 2.9171  -0.522
H: 2.1138 1.7365 1.0924  -0.785


Model 2:
C5H14 | wB97M-V/def2-TZVPD

Calculated values
<S²>: 0.75
Total charge: -1
E_HOMO (spin up / spin down): 1.508 / -7.009 eV
2S+1: 2

Each line ends with the Mulliken spin population.
Element x y z (Å)
C: 0.7922 -2.6438 0.6020  1.216
C: 1.3008 -2.3881 2.0348  1.143
H: 0.9542 -3.6641 0.2641  -0.334
H: -0.3385 -2.5355 0.6767  -0.475
H: 1.0663 -2.0278 -0.2255  -0.109
H: 2.3985 -2.3207 2.2102  -0.462
H: 0.9822 -3.1461 2.6656  -0.136
H: 0.9100 -1.4687 2.4653  -0.366
C: -0.5287 1.5640 -0.3895  0.872
C: 0.1375 1.1814 -1.6683  0.732
C: -1.7384 2.4733 -0.6436  1.034
H: -0.7912 0.8394 0.4241  -0.338
H: 0.2643 2.0877 0.2458  -0.353
H: -0.0810 0.1219 -1.9471  -0.114
H: -2.3315 2.5344 0.2717  -0.553
H: -1.4839 3.3839 -1.1806  -0.188
H: 1.2197 1.2664 -1.5367  -0.482
H: -0.1789 1.8291 -2.5224  -0.022
H: -2.3702 1.9796 -1.4236  -0.064


Model 3:
C5H14 | wB97M-V/def2-TZVPD

Calculated values
<S²>: 0.75
Total charge: -1
E_HOMO (spin up / spin down): 1.504 / -7.220 eV
2S+1: 2

Each line ends with the Mulliken spin population.
Element x y z (Å)
C: 1.0278 1.2310 1.5351  -0.490
C: 1.2937 0.1599 2.6647  1.155
H: 2.0082 1.6281 1.3231  -0.506
H: 0.5891 0.8414 0.6431  0.950
H: 0.3007 1.9646 2.0605  -0.126
H: 0.7562 -0.7734 2.4644  -0.459
H: 1.3794 0.7285 3.5770  -0.292
H: 2.2833 -0.1635 2.2593  -0.140
C: -0.7023 -0.5093 -0.9612  0.179
C: -2.0851 -1.0295 -1.3536  0.558
C: 0.2277 -0.0354 -2.0026  1.420
H: -1.0369 0.2120 -0.1759  0.160
H: -0.1021 -1.2947 -0.4528  -0.123
H: -2.0883 -2.0302 -1.7843  -0.281
H: 0.0112 0.9915 -2.4650  -0.291
H: 1.2650 0.0674 -1.7452  -0.006
H: -2.5546 -0.3387 -2.0631  -0.068
H: -2.8558 -1.0664 -0.5640  -0.168
H: 0.2827 -0.5833 -2.9596  -0.472


Model 4:
C5H14 | wB97M-V/def2-TZVPD

Calculated values
<S²>: 0.75
Total charge: -1
E_HOMO (spin up / spin down): 1.581 / -7.346 eV
2S+1: 2

Each line ends with the Mulliken spin population.
Element x y z (Å)
C: 1.8787 2.3404 -0.7986  0.448
C: 0.5443 2.6460 -0.1019  1.640
H: 1.7570 1.4667 -1.4441  -0.028
H: 2.1505 3.0670 -1.5135  -0.237
H: 2.6933 2.0806 -0.1977  -0.049
H: 0.7360 2.8352 0.9911  -0.639
H: -0.2288 1.9846 -0.3910  -0.478
H: 0.1219 3.4778 -0.6537  -0.120
C: -1.0938 -1.2152 0.6527  0.848
C: 0.3815 -1.3742 0.1999  0.731
C: -1.8295 -2.4885 0.1900  0.955
H: -1.2713 -1.1900 1.7616  -0.489
H: -1.3839 -0.2467 0.4251  -0.070
H: 0.7048 -2.4129 0.0806  -0.074
H: -1.3291 -3.3872 0.3703  -0.119
H: -2.8015 -2.4545 0.6071  -0.520
H: 1.0150 -1.0471 0.8646  -0.432
H: 0.4015 -0.9922 -0.8747  -0.219
H: -1.8524 -2.6322 -0.8777  -0.149


Which structure is most stable? model 1, by 10.9 kcal/mol over the runner-up.